C28H16Cl4IN4O4Ta | ωB97M-V/def2-TZVPD

XYZ file:
```
58
Properties=species:S:1:pos:R:3:nbo_charge:R:1
Ta -0.711 -0.457 0.455 2.44
O -0.229 4.067 0.753 -0.64
C 0.871 4.171 0.006 0.39
C 1.396 5.448 -0.204 -0.28
C 2.509 5.625 -0.993 -0.10
C 3.161 4.527 -1.572 -0.24
C 2.707 3.258 -1.326 -0.13
C 1.547 3.048 -0.546 -0.22
C 1.097 1.714 -0.286 0.61
O -0.133 1.460 0.100 -0.78
N 1.959 0.708 -0.393 -0.37
N 1.435 -0.448 -0.074 -0.31
C 2.136 -1.527 0.082 0.08
C 1.415 -2.705 0.482 0.16
C 2.033 -3.909 0.836 -0.19
C 1.258 -4.958 1.299 -0.09
C -0.122 -4.800 1.355 -0.22
C -0.673 -3.594 0.963 0.09
N 0.069 -2.566 0.550 -0.54
H -0.561 3.156 0.761 0.50
H 0.882 6.282 0.247 0.25
H 2.884 6.623 -1.167 0.24
H 4.013 4.691 -2.212 0.24
H 3.195 2.397 -1.752 0.23
H 3.213 -1.529 -0.035 0.25
H 3.104 -4.004 0.776 0.26
H 1.713 -5.885 1.613 0.26
H -0.764 -5.589 1.708 0.26
H -1.745 -3.438 0.977 0.23
Cl -0.927 2.763 6.897 0.11
C -0.629 1.848 5.487 -0.02
C -1.608 1.770 4.490 -0.22
C -1.344 1.010 3.370 -0.11
Cl -2.380 0.835 1.992 0.22
C -0.148 0.293 3.231 0.28
O 0.028 -0.437 2.145 -0.74
C 0.838 0.426 4.219 -0.08
Cl 2.329 -0.366 3.919 0.07
C 0.601 1.199 5.340 -0.20
H -2.544 2.294 4.606 0.27
H 1.362 1.295 6.099 0.27
Cl -3.519 -2.637 -5.772 0.10
C -3.168 -2.229 -4.149 -0.01
C -4.062 -2.530 -3.143 -0.25
C -3.799 -2.188 -1.811 -0.16
I -5.128 -2.656 -0.262 0.25
C -2.633 -1.524 -1.467 0.26
O -2.297 -1.123 -0.244 -0.76
C -1.703 -1.221 -2.488 0.11
N -0.577 -0.589 -2.072 -0.51
C 0.325 -0.256 -2.981 0.11
C 0.167 -0.531 -4.341 -0.25
C -0.960 -1.195 -4.777 -0.08
C -1.947 -1.558 -3.845 -0.04
H -4.992 -3.025 -3.379 0.27
H 1.218 0.242 -2.625 0.22
H 0.943 -0.226 -5.025 0.26
H -1.101 -1.449 -5.817 0.26
```

Summary:
Lowest unoccupied orbital energy: -7.359 eV
Max |F|: 3.72 eV/Å
E_HOMO: -13.49 eV
ΔE to the lowest compared entry with this formula, charge and spin: 21.3 kcal/mol
Charge: +2
2S+1: 1
DFT total energy: -103177.812 eV

=====

C28H17Cl3INO3PPtS2 | ωB97M-V/def2-TZVPD

XYZ file:
```
57
Properties=species:S:1:pos:R:3:nbo_charge:R:1
Pt 1.324 -0.148 0.891 1.03
Cl -1.684 -6.116 -2.542 -0.03
C -0.842 -4.674 -2.069 -0.11
C -0.167 -3.921 -3.036 -0.21
C 0.508 -2.803 -2.634 -0.14
Cl 1.330 -1.848 -3.807 0.01
C 0.653 -2.390 -1.264 0.49
O 1.399 -1.415 -0.992 -0.71
C -0.094 -3.178 -0.317 -0.30
C -0.151 -2.847 1.072 0.41
O 0.603 -2.129 1.738 -0.62
C -0.842 -4.284 -0.760 -0.16
H -0.189 -4.218 -4.073 0.23
H -0.982 -3.334 1.613 0.11
H -1.393 -4.855 -0.030 0.22
Cl 6.636 -1.880 5.163 -0.03
C 5.313 -1.058 4.387 -0.09
C 4.627 -0.090 5.085 -0.22
C 3.552 0.560 4.505 -0.24
I 2.483 2.020 5.582 0.13
C 3.084 0.275 3.217 0.33
O 2.068 0.864 2.726 -0.68
C 3.816 -0.749 2.507 0.17
N 3.380 -1.038 1.270 -0.44
C 3.923 -2.020 0.593 0.06
C 4.988 -2.774 1.099 -0.26
C 5.515 -2.455 2.322 -0.14
C 4.924 -1.428 3.088 -0.11
H 4.910 0.143 6.099 0.23
H 3.515 -2.210 -0.388 0.23
H 5.404 -3.577 0.512 0.22
H 6.373 -2.983 2.710 0.23
S -2.440 2.526 2.012 -0.60
P -2.021 2.132 0.144 1.14
S -0.439 0.927 -0.379 -0.57
C -1.832 3.658 -0.873 -0.28
C -0.629 3.959 -1.492 -0.22
C -0.513 5.097 -2.272 -0.22
C -1.598 5.945 -2.423 -0.21
C -2.793 5.665 -1.774 -0.22
C -2.912 4.526 -0.998 -0.22
C -3.421 1.322 -0.726 -0.39
C -3.201 0.870 -2.021 -0.13
C -4.198 0.190 -2.694 -0.24
C -5.423 -0.023 -2.077 -0.21
C -5.655 0.462 -0.800 -0.22
C -4.651 1.130 -0.116 -0.20
H 0.211 3.287 -1.370 0.25
H 0.421 5.312 -2.777 0.21
H -1.520 6.825 -3.049 0.20
H -3.640 6.331 -1.888 0.21
H -3.843 4.310 -0.488 0.22
H -2.238 1.050 -2.480 0.22
H -4.018 -0.179 -3.695 0.21
H -6.197 -0.581 -2.590 0.20
H -6.618 0.313 -0.329 0.21
H -4.817 1.503 0.887 0.24
```

Summary:
Lowest unoccupied orbital energy (spin up / spin down): 1.689 / 1.688 eV
Max |F|: 3.08 eV/Å
E_HOMO (spin up / spin down): -5.10 / -5.10 eV
Charge: -1
2S+1: 1
DFT total energy: -116821.862 eV

=====

C28H18BF5N4O2SSeV | ωB97M-V/def2-TZVPD

XYZ file:
```
61
Properties=species:S:1:pos:R:3:nbo_charge:R:1
V 0.795 -1.967 -0.108 1.05
F -0.660 -4.126 6.011 -0.27
C -0.675 -4.017 4.695 0.28
C 0.097 -3.044 4.076 0.29
F 0.854 -2.219 4.785 -0.27
C 0.054 -2.977 2.701 0.28
F 0.827 -2.004 2.096 -0.32
C -0.696 -3.808 1.897 -0.27
S -0.651 -3.686 0.122 -0.09
C -1.463 -4.761 2.548 0.33
F -2.223 -5.600 1.857 -0.28
C -1.455 -4.871 3.932 0.33
F -2.185 -5.796 4.530 -0.27
Se 6.334 -2.118 -5.391 0.98
N 4.538 -2.155 -5.476 -0.59
C 4.108 -2.091 -4.249 0.17
C 2.681 -2.071 -3.898 -0.11
C 1.662 -2.125 -4.855 -0.08
C 0.349 -2.101 -4.448 -0.22
C 0.070 -2.032 -3.083 0.11
N 1.034 -2.002 -2.171 -0.51
C 2.324 -2.008 -2.564 0.24
C 3.349 -1.953 -1.495 0.18
N 2.910 -1.890 -0.216 -0.54
C 3.802 -1.855 0.774 0.10
C 5.172 -1.890 0.544 -0.23
C 5.621 -1.964 -0.756 -0.07
C 4.699 -1.995 -1.803 -0.07
C 5.101 -2.060 -3.216 0.09
N 6.347 -2.097 -3.593 -0.57
H 1.933 -2.178 -5.901 0.26
H -0.469 -2.129 -5.153 0.25
H -0.944 -1.988 -2.706 0.24
H 3.393 -1.796 1.775 0.23
H 5.852 -1.859 1.382 0.25
H 6.678 -1.996 -0.988 0.26
C -2.980 6.110 0.268 -0.60
C -3.187 4.967 1.269 -0.08
C -4.671 4.860 1.641 -0.60
C -2.396 5.286 2.535 -0.61
C -2.735 3.651 0.626 0.02
C -3.362 3.210 -0.549 -0.20
C -3.013 2.029 -1.195 -0.25
C -2.001 1.296 -0.617 0.26
O -1.447 0.095 -1.036 -0.67
B -0.473 -0.206 -0.079 0.64
O -0.413 0.787 0.897 -0.65
C -1.380 1.712 0.532 0.21
C -1.713 2.880 1.184 -0.25
H -3.285 7.062 0.705 0.21
H -3.564 5.960 -0.640 0.21
H -1.929 6.189 -0.017 0.21
H -5.014 5.784 2.111 0.21
H -4.837 4.040 2.342 0.21
H -5.295 4.683 0.764 0.21
H -2.751 6.228 2.956 0.22
H -1.328 5.400 2.334 0.21
H -2.520 4.518 3.302 0.21
H -4.155 3.806 -0.978 0.22
H -3.512 1.707 -2.098 0.23
H -1.201 3.174 2.087 0.24
```

Summary:
Lowest unoccupied orbital energy (spin up / spin down): -4.360 / -4.269 eV
Max |F|: 0.63 eV/Å
E_HOMO (spin up / spin down): -10.67 / -10.68 eV
ΔE to the lowest compared entry with this formula, charge and spin: 0.9 kcal/mol
Charge: +1
2S+1: 3
DFT total energy: -155513.358 eV

=====

C28H18Br2N3OPdS | ωB97M-V/def2-TZVPD

XYZ file:
```
54
Properties=species:S:1:pos:R:3:nbo_charge:R:1
Pd 0.069 -0.840 0.170 0.52
Br 0.570 4.769 1.141 0.01
C 0.113 3.805 -0.429 -0.23
C -0.386 4.509 -1.517 -0.22
C -0.715 3.855 -2.674 -0.17
Br -1.416 4.873 -4.124 -0.01
C -0.569 2.454 -2.778 -0.03
C -0.884 1.717 -3.941 -0.16
C -0.706 0.365 -3.963 -0.27
C -0.247 -0.274 -2.803 0.04
N 0.041 0.379 -1.700 -0.43
C -0.079 1.732 -1.656 0.05
C 0.311 2.407 -0.406 0.47
O 0.773 1.781 0.574 -0.78
H -0.515 5.580 -1.443 0.23
H -1.264 2.240 -4.808 0.22
H -0.937 -0.219 -4.844 0.21
H -0.131 -1.350 -2.770 0.20
C -1.759 -0.417 0.451 -0.28
C -2.616 0.350 -0.111 -0.08
C -3.507 1.143 -0.706 -0.16
C -4.426 0.584 -1.727 0.04
C -4.045 -0.533 -2.472 -0.21
C -4.901 -1.090 -3.407 -0.20
C -6.162 -0.546 -3.615 -0.23
C -6.558 0.556 -2.872 -0.22
C -5.699 1.117 -1.939 -0.22
C -3.532 2.589 -0.375 -0.07
C -3.859 3.551 -1.331 -0.15
C -3.811 4.903 -1.023 -0.23
C -3.436 5.317 0.246 -0.22
C -3.098 4.368 1.204 -0.21
C -3.140 3.020 0.895 -0.18
H -3.064 -0.957 -2.299 0.23
H -4.582 -1.954 -3.978 0.20
H -6.831 -0.980 -4.348 0.20
H -7.544 0.982 -3.015 0.20
H -6.022 1.971 -1.357 0.22
H -4.117 3.242 -2.337 0.21
H -4.040 5.632 -1.790 0.21
H -3.386 6.372 0.484 0.20
H -2.777 4.683 2.189 0.21
H -2.847 2.276 1.626 0.23
S 2.417 -1.576 0.515 -0.25
C 1.460 -1.315 1.897 0.16
N 1.403 -0.026 2.434 -0.56
C 0.565 0.281 3.436 0.13
C -0.060 -0.709 4.124 -0.39
C 0.258 -2.031 3.723 0.12
N 0.981 -2.343 2.689 -0.46
H 1.667 0.726 1.794 0.49
H 0.444 1.337 3.634 0.22
H -0.723 -0.503 4.948 0.22
H -0.123 -2.869 4.303 0.18
```

Summary:
Lowest unoccupied orbital energy (spin up / spin down): 1.817 / 1.817 eV
Max |F|: 0.17 eV/Å
E_HOMO (spin up / spin down): -3.92 / -3.92 eV
ΔE to the lowest compared entry with this formula, charge and spin: 0.0 kcal/mol
Charge: -1
2S+1: 1
DFT total energy: -190245.877 eV